(1)
The following is a quantum chemistry calculation of a 2-piece molecular cluster, C2H2NO3S overall in a non-equilibrium geometry, from the OMol25 dataset.

Calculated values
HOMO energy (spin up / spin down) = -1.3 / -4.6 eV
Gap between HOMO and LUMO (spin up / spin down) = 5.0 / 7.8 eV
Max |F| = 5.274 eV/Å
E = -755.96458 Eh
Relative energy (zero: lowest compared OMol25 entry of this formula, charge and spin) = 1.1956 eV

Structure (ORCA input):
```
! RIJCOSX wB97M-V def2-TZVPD def2/J DEFGRID3
* xyz -1 3
C -1.517 1.121 -0.135
C -0.515 0.106 -0.106
N 2.284 0.463 -1.405
O -1.835 0.001 -0.770
O -1.982 2.188 0.108
O 2.432 0.476 1.142
S 3.130 0.591 -0.200
H 0.390 0.174 -0.749
H -0.407 -0.511 0.777
*
```

Now the natural (NBO) charges, all in e: C 0.77; C -0.20; N -0.83; O -0.49; O -0.56; O -1.03; S 0.89; H 0.26; H 0.20

---

(2)
The following is a quantum chemistry calculation of a 2-piece molecular cluster, C2H2NO3S2 overall in a non-equilibrium geometry, from the OMol25 dataset.

Calculated values
HOMO energy = -4.5 eV
Gap between HOMO and LUMO = 8.0 eV
Max |F| = 4.600 eV/Å
E = -1154.29206 Eh
Relative energy (zero: lowest compared OMol25 entry of this formula, charge and spin) = 1.2768 eV

Structure (ORCA input):
```
! RIJCOSX wB97M-V def2-TZVPD def2/J DEFGRID3
* xyz -1 1
C -0.950 1.997 0.698
C 0.521 -0.954 -1.725
N -0.074 1.246 1.027
O -1.573 2.922 0.354
O -0.348 -1.418 -2.473
O 1.552 -0.764 1.236
S -1.202 -1.446 1.821
S 0.401 -0.300 2.006
H 1.531 -1.278 -1.605
H 0.143 -0.004 -1.339
*
```

Now the natural (NBO) charges, all in e: C 0.81; C 0.27; N -0.80; O -0.59; O -0.55; O -0.99; S -0.64; S 1.22; H 0.13; H 0.14

---

(3)
The following is a quantum chemistry calculation of an isolated ion of composition C2H2NO3S2 and charge -1 in a non-equilibrium geometry, from the OMol25 dataset.

Calculated values
HOMO energy (spin up / spin down) = -4.0 / -3.9 eV
Gap between HOMO and LUMO (spin up / spin down) = 7.2 / 7.1 eV
Max |F| = 4.123 eV/Å
E = -1154.21767 Eh
Relative energy (zero: lowest compared OMol25 entry of this formula, charge and spin) = 3.3011 eV

Structure (ORCA input):
```
! RIJCOSX wB97M-V def2-TZVPD def2/J DEFGRID3
* xyz -1 1
C -0.621 -1.207 -0.204
C -1.031 0.167 0.313
N 0.605 -1.393 -0.597
O -1.570 -1.983 -0.389
O 0.857 2.725 0.177
O 2.515 -0.477 0.752
S 0.514 1.712 -0.866
S 1.796 -0.369 -0.516
H -2.035 0.534 -0.156
H -1.030 0.292 1.486
*
```

Now the natural (NBO) charges, all in e: C 0.58; C -0.52; N -0.91; O -0.67; O -0.96; O -0.95; S 0.69; S 1.30; H 0.21; H 0.22

---

(4)
The following is a quantum chemistry calculation of C2H2NO4 as an isolated structure in a non-equilibrium geometry, from the OMol25 dataset.

Calculated values
HOMO energy = -15.8 eV
Gap between HOMO and LUMO = 8.5 eV
Max |F| = 4.136 eV/Å
E = -432.69415 Eh
Relative energy (zero: lowest compared OMol25 entry of this formula, charge and spin) = 1.3907 eV

Structure (ORCA input):
```
! RIJCOSX wB97M-V def2-TZVPD def2/J DEFGRID3
* xyz 1 1
C -0.333 -0.655 -0.615
C -0.793 0.786 -0.114
N 1.879 -0.238 0.452
O 2.888 -0.656 0.525
O 0.774 -1.124 -0.620
O -0.405 1.500 -1.011
O -1.462 1.020 0.989
H -1.031 -0.949 -1.273
H -1.517 0.316 1.666
*
```

Now the natural (NBO) charges, all in e: C 0.39; C 0.72; N 0.56; O 0.05; O -0.40; O -0.46; O -0.61; H 0.20; H 0.53

---

(5)
The following is a quantum chemistry calculation of C2H2NaO2 as an isolated structure in a non-equilibrium geometry, from the OMol25 dataset.

Calculated values
HOMO energy (spin up / spin down) = -5.9 / -6.6 eV
Gap between HOMO and LUMO (spin up / spin down) = 5.1 / 5.6 eV
Max |F| = 3.847 eV/Å
E = -390.06136 Eh
Relative energy (zero: lowest compared OMol25 entry of this formula, charge and spin) = 2.3173 eV

Structure (ORCA input):
```
! RIJCOSX wB97M-V def2-TZVPD def2/J DEFGRID3
* xyz 0 2
O -0.943 1.394 -1.312
C -0.019 0.640 -0.933
C -0.041 -0.594 -0.362
O 0.293 -0.598 1.019
H -0.567 -0.368 1.498
Na 1.932 0.962 0.795
H -0.655 -1.436 -0.705
*
```

Now the natural (NBO) charges, all in e: O -0.59; C 0.19; C -0.27; O -0.80; H 0.48; Na 0.83; H 0.17

---

(6)
The following is a quantum chemistry calculation of C2H2O in the gas phase in a non-equilibrium geometry, from the OMol25 dataset.

Calculated values
HOMO energy = -8.3 eV
Gap between HOMO and LUMO = 8.8 eV
Max |F| = 5.844 eV/Å
SMILES = C1=CO1
E = -152.46041 Eh
Relative energy (zero: lowest compared OMol25 entry of this formula, charge and spin) = 3.8813 eV

Structure (ORCA input):
```
! RIJCOSX wB97M-V def2-TZVPD def2/J DEFGRID3
* xyz 0 1
C 0.151 0.704 0.012
C 0.222 -0.611 0.458
O 1.400 0.390 -0.141
H -0.235 1.662 -0.126
H 0.522 -1.547 0.084
*
```

Now the natural (NBO) charges, all in e: C 0.22; C -0.15; O -0.50; H 0.21; H 0.23

---

(7)
The following is a quantum chemistry calculation of a 2-piece molecular cluster, C2H2O2 overall, from the OMol25 dataset.

Calculated values
HOMO energy = -10.2 eV
Gap between HOMO and LUMO = 10.8 eV
Max |F| = 0.727 eV/Å
E = -227.84525 Eh
Relative energy (zero: lowest compared OMol25 entry of this formula, charge and spin) = 0.0694 eV

Structure (ORCA input):
```
! RIJCOSX wB97M-V def2-TZVPD def2/J DEFGRID3
* xyz 0 1
C 1.953 2.632 -0.648
C 0.596 -0.077 -0.808
O 1.410 3.583 -0.381
O 1.300 -0.908 -1.312
H 0.395 0.863 -1.377
H 0.128 -0.181 0.196
*
```

Now the natural (NBO) charges, all in e: C 0.50; C 0.27; O -0.50; O -0.49; H 0.10; H 0.11

---

(8)
The following is a quantum chemistry calculation of C2H2O2 as an isolated structure, from the OMol25 dataset.

Calculated values
HOMO energy = -9.5 eV
Gap between HOMO and LUMO = 9.6 eV
Max |F| = 0.932 eV/Å
E = -227.75663 Eh
Relative energy (zero: lowest compared OMol25 entry of this formula, charge and spin) = 2.4809 eV

Structure (ORCA input):
```
! RIJCOSX wB97M-V def2-TZVPD def2/J DEFGRID3
* xyz 0 1
O -1.061 1.471 0.169
C -0.830 0.311 0.193
C 0.905 -0.441 -0.519
O 0.455 -0.179 0.674
H -1.456 -0.539 -0.085
H 1.988 -0.623 -0.431
*
```

Now the natural (NBO) charges, all in e: O -0.50; C 0.62; C 0.10; O -0.48; H 0.16; H 0.11

---

(9)
The following is a quantum chemistry calculation of a 2-piece molecular cluster, C2H2O2 overall in a non-equilibrium geometry, from the OMol25 dataset.

Calculated values
HOMO energy (spin up / spin down) = -7.9 / -8.0 eV
Gap between HOMO and LUMO (spin up / spin down) = 8.5 / 8.4 eV
Max |F| = 6.644 eV/Å
E = -227.73183 Eh
Relative energy (zero: lowest compared OMol25 entry of this formula, charge and spin) = 3.1556 eV

Structure (ORCA input):
```
! RIJCOSX wB97M-V def2-TZVPD def2/J DEFGRID3
* xyz 0 1
C -1.451 -0.371 0.091
C 0.930 -0.933 -0.765
O -2.230 -0.897 -0.621
O 0.590 -1.797 -1.506
H -1.604 0.256 1.022
H 1.812 -0.484 -0.578
*
```

Now the natural (NBO) charges, all in e: C 0.33; C 0.35; O -0.48; O -0.46; H 0.13; H 0.13

---

(10)
The following is a quantum chemistry calculation of C2H2O2 in the gas phase in a non-equilibrium geometry, from the OMol25 dataset.

Calculated values
HOMO energy = -10.3 eV
Gap between HOMO and LUMO = 9.1 eV
Max |F| = 3.330 eV/Å
SMILES = O=CC=O
E = -227.83427 Eh
Relative energy (zero: lowest compared OMol25 entry of this formula, charge and spin) = 0.3681 eV

Structure (ORCA input):
```
! RIJCOSX wB97M-V def2-TZVPD def2/J DEFGRID3
* xyz 0 1
C -0.754 -0.006 -0.071
C 0.770 -0.032 -0.044
H -1.177 1.021 -0.026
H 1.157 1.055 0.166
O -1.456 -1.022 0.002
O 1.460 -1.015 -0.027
*
```

Now the natural (NBO) charges, all in e: C 0.31; C 0.33; H 0.12; H 0.10; O -0.43; O -0.43

---

(11)
The following is a quantum chemistry calculation of C2H2O2S in the gas phase in a non-equilibrium geometry, from the OMol25 dataset.

Calculated values
HOMO energy = -10.1 eV
Gap between HOMO and LUMO = 8.9 eV
Max |F| = 5.130 eV/Å
SMILES = O=CC(=O)S
E = -626.02202 Eh
Relative energy (zero: lowest compared OMol25 entry of this formula, charge and spin) = 1.0978 eV

Structure (ORCA input):
```
! RIJCOSX wB97M-V def2-TZVPD def2/J DEFGRID3
* xyz 0 1
C -0.101 0.333 0.047
C 1.188 -0.608 0.021
H -2.288 0.773 0.213
H 0.801 -1.596 0.051
O -0.094 1.586 -0.085
O 2.277 -0.120 -0.137
S -1.783 -0.369 -0.109
*
```

Now the natural (NBO) charges, all in e: C 0.30; C 0.36; H 0.15; H 0.13; O -0.50; O -0.41; S -0.03

---

(12)
The following is a quantum chemistry calculation of C2H2O2S2 in the gas phase in a non-equilibrium geometry, from the OMol25 dataset.

Calculated values
HOMO energy = -9.4 eV
Gap between HOMO and LUMO = 7.4 eV
Max |F| = 4.461 eV/Å
SMILES = OC(=S)C(O)=S
E = -1024.18623 Eh
Relative energy (zero: lowest compared OMol25 entry of this formula, charge and spin) = 2.0792 eV

Structure (ORCA input):
```
! RIJCOSX wB97M-V def2-TZVPD def2/J DEFGRID3
* xyz 0 1
C 0.411 0.346 0.091
C -0.909 -0.443 -0.006
H 0.911 2.289 0.356
H 0.476 -2.080 -0.187
O 0.179 1.709 0.168
O -0.511 -1.790 0.267
S 1.928 -0.213 -0.362
S -2.486 0.181 -0.327
*
```

Now the natural (NBO) charges, all in e: C 0.16; C 0.16; H 0.51; H 0.52; O -0.65; O -0.71; S -0.05; S 0.06

---

(13)
The following is a quantum chemistry calculation of a 2-piece molecular cluster, C2H2O2S2 overall in a non-equilibrium geometry, from the OMol25 dataset.

Calculated values
HOMO energy (spin up / spin down) = -9.9 / -9.9 eV
Gap between HOMO and LUMO (spin up / spin down) = 8.7 / 8.7 eV
Max |F| = 2.827 eV/Å
E = -1024.11121 Eh
Relative energy (zero: lowest compared OMol25 entry of this formula, charge and spin) = 4.1204 eV

Structure (ORCA input):
```
! RIJCOSX wB97M-V def2-TZVPD def2/J DEFGRID3
* xyz 0 1
C -0.308 1.481 0.951
C 0.431 0.215 0.983
O -1.152 1.302 -2.306
O 0.907 1.952 -3.395
S 1.148 1.573 0.078
S -0.125 2.235 -2.443
H 1.214 0.053 1.720
H 0.235 -0.723 0.461
*
```

Now the natural (NBO) charges, all in e: C -0.05; C -0.62; O -0.86; O -0.86; S 0.23; S 1.68; H 0.24; H 0.24

---

(14)
The following is a quantum chemistry calculation of C2H2O2S2 in the gas phase in a non-equilibrium geometry, from the OMol25 dataset.

Calculated values
HOMO energy = -9.5 eV
Gap between HOMO and LUMO = 8.8 eV
Max |F| = 4.361 eV/Å
SMILES = O=C(S)C(O)=S
E = -1024.22701 Eh
Relative energy (zero: lowest compared OMol25 entry of this formula, charge and spin) = 0.9693 eV

Structure (ORCA input):
```
! RIJCOSX wB97M-V def2-TZVPD def2/J DEFGRID3
* xyz 0 1
C -0.089 -0.603 -0.662
C 0.389 0.341 0.567
H -2.203 -1.005 -1.920
H -0.440 1.244 2.071
O 0.737 -1.309 -1.212
O -0.664 0.446 1.386
S -1.874 -0.394 -0.761
S 1.890 0.909 0.701
*
```

Now the natural (NBO) charges, all in e: C 0.36; C 0.09; H 0.14; H 0.51; O -0.49; O -0.66; S 0.01; S 0.03

---

(15)
The following is a quantum chemistry calculation of C2H2O2S2 in the gas phase in a non-equilibrium geometry, from the OMol25 dataset.

Calculated values
HOMO energy = -9.0 eV
Gap between HOMO and LUMO = 8.1 eV
Max |F| = 2.157 eV/Å
SMILES = O=C(O)C(=S)S
E = -1024.25468 Eh
Relative energy (zero: lowest compared OMol25 entry of this formula, charge and spin) = 0.2166 eV

Structure (ORCA input):
```
! RIJCOSX wB97M-V def2-TZVPD def2/J DEFGRID3
* xyz 0 1
C -0.364 -0.002 -0.052
C 1.190 -0.125 0.091
H -2.078 1.373 -0.152
H 2.623 -1.255 -0.134
O 1.667 -1.304 -0.270
O 1.783 0.813 0.567
S -0.803 1.626 -0.184
S -1.266 -1.340 0.038
*
```

Now the natural (NBO) charges, all in e: C -0.46; C 0.73; H 0.13; H 0.50; O -0.64; O -0.57; S 0.21; S 0.09

---

(16)
The following is a quantum chemistry calculation of C2H2O3 in the gas phase in a non-equilibrium geometry, from the OMol25 dataset.

Calculated values
HOMO energy (spin up / spin down) = -9.8 / -9.8 eV
Gap between HOMO and LUMO (spin up / spin down) = 9.2 / 9.2 eV
Max |F| = 3.291 eV/Å
E = -302.86437 Eh
Relative energy (zero: lowest compared OMol25 entry of this formula, charge and spin) = 7.2378 eV

Structure (ORCA input):
```
! RIJCOSX wB97M-V def2-TZVPD def2/J DEFGRID3
* xyz 0 1
C -0.456 0.769 0.386
C 0.230 -0.820 -0.035
O -0.019 1.317 -0.658
O 0.278 -1.543 -1.134
O 1.427 -1.105 -0.385
H -1.633 0.487 0.527
H 0.173 0.894 1.299
*
```

Now the natural (NBO) charges, all in e: C 0.07; C 0.62; O -0.61; O -0.20; O -0.20; H 0.16; H 0.16

---

(17)
The following is a quantum chemistry calculation of C2H2O3 in the gas phase in a non-equilibrium geometry, from the OMol25 dataset.

Calculated values
HOMO energy = -10.4 eV
Gap between HOMO and LUMO = 10.9 eV
Max |F| = 2.939 eV/Å
SMILES = O=CC(=O)O
E = -303.10943 Eh
Relative energy (zero: lowest compared OMol25 entry of this formula, charge and spin) = 0.5692 eV

Structure (ORCA input):
```
! RIJCOSX wB97M-V def2-TZVPD def2/J DEFGRID3
* xyz 0 1
C 0.658 0.268 -0.844
C -0.301 -0.214 0.183
O 0.255 0.956 -1.700
O -0.819 -1.291 -0.041
O -0.338 0.439 1.346
H 1.648 -0.194 -0.737
H -1.104 0.037 1.793
*
```

Now the natural (NBO) charges, all in e: C 0.35; C 0.68; O -0.46; O -0.56; O -0.65; H 0.13; H 0.50

---

(18)
The following is a quantum chemistry calculation of C2H2O3S in the gas phase in a non-equilibrium geometry, from the OMol25 dataset.

Calculated values
HOMO energy = -10.0 eV
Gap between HOMO and LUMO = 10.8 eV
Max |F| = 3.549 eV/Å
E = -701.15288 Eh
Relative energy (zero: lowest compared OMol25 entry of this formula, charge and spin) = 5.1031 eV

Structure (ORCA input):
```
! RIJCOSX wB97M-V def2-TZVPD def2/J DEFGRID3
* xyz 0 1
C 0.421 -0.761 -0.611
C -0.379 -0.728 0.484
O 0.168 1.445 1.498
O 0.428 0.457 -1.376
O -0.598 1.300 -0.971
S -0.920 0.971 0.667
H 1.294 -1.255 -0.982
H -0.413 -1.428 1.290
*
```

Now the natural (NBO) charges, all in e: C 0.14; C -0.57; O -0.91; O -0.22; O -0.40; S 1.48; H 0.23; H 0.26

---

(19)
The following is a quantum chemistry calculation of C2H2O3S in the gas phase in a non-equilibrium geometry, from the OMol25 dataset.

Calculated values
HOMO energy (spin up / spin down) = -8.2 / -8.2 eV
Gap between HOMO and LUMO (spin up / spin down) = 7.5 / 7.5 eV
Max |F| = 2.093 eV/Å
E = -701.16748 Eh
Relative energy (zero: lowest compared OMol25 entry of this formula, charge and spin) = 4.7059 eV

Structure (ORCA input):
```
! RIJCOSX wB97M-V def2-TZVPD def2/J DEFGRID3
* xyz 0 1
C 0.229 1.413 1.214
C -0.797 -0.639 -0.578
O 0.042 -1.070 0.306
O 2.039 0.559 -0.321
O -0.764 1.252 0.643
S 1.426 -0.242 0.720
H -1.845 -1.005 -0.462
H -0.330 -0.268 -1.523
*
```

Now the natural (NBO) charges, all in e: C 0.30; C 0.09; O -0.60; O -0.90; O -0.53; S 1.24; H 0.20; H 0.20

---

(20)
The following is a quantum chemistry calculation of a 2-piece molecular cluster, C2H2O3S overall in a non-equilibrium geometry, from the OMol25 dataset.

Calculated values
HOMO energy (spin up / spin down) = -9.5 / -9.5 eV
Gap between HOMO and LUMO (spin up / spin down) = 8.6 / 8.6 eV
Max |F| = 7.322 eV/Å
E = -701.22604 Eh
Relative energy (zero: lowest compared OMol25 entry of this formula, charge and spin) = 3.1124 eV

Structure (ORCA input):
```
! RIJCOSX wB97M-V def2-TZVPD def2/J DEFGRID3
* xyz 0 1
C 1.063 -1.333 0.050
C 0.265 -0.100 -0.121
O 3.938 1.012 1.185
O 4.033 0.481 -1.217
O 2.127 -1.803 0.206
S 4.170 0.038 0.156
H 0.103 0.179 0.826
H -0.355 -0.047 -0.993
*
```

Now the natural (NBO) charges, all in e: C 0.69; C -0.66; O -0.83; O -0.83; O -0.49; S 1.66; H 0.23; H 0.24